Computed, not measured: a cluster of 7 separate species, C23H30NO21PS in total, with the ωB97M-V functional and the def2-TZVPD basis.

Summary:
Frontier orbital gap, eV: 8.068
Molar mass, g/mol: 719.52
SMILES: NCC1=C([PH2]=S)C(=O)OC1=O.O=C1OCCO1.O=C1OCCO1.O=C1OCCO1.O=C1OCCO1.O=C1OCCO1.O=C1OCCO1
E_HOMO, eV: -9.444
Energy, a.u.: -3268.82337

Each line ends with the Mulliken charge.
Atoms and positions in Å:
N1 -2.961 -0.870 -1.005  -0.333
C1 -4.370 -0.988 -1.407  -0.925
C2 -5.224 0.229 -1.243  1.071
C3 -6.469 0.519 -1.643  0.042
P1 -7.750 -0.546 -2.312  0.199
S1 -7.293 -2.415 -2.558  -0.375
C4 -6.616 1.997 -1.565  0.272
O1 -7.290 2.700 -2.243  -0.499
O2 -5.625 2.485 -0.728  -0.330
C5 -4.824 1.414 -0.397  -0.001
O3 -4.145 1.389 0.577  -0.411
H1 -2.711 0.107 -0.954  0.206
H2 -2.885 -1.299 -0.091  0.182
H3 -4.384 -1.157 -2.491  0.350
H4 -4.829 -1.884 -0.997  0.440
H5 -8.744 -0.380 -1.338  0.094
H6 -8.266 0.137 -3.421  0.097
C6 -0.288 -4.086 -2.127  -0.090
C7 0.803 -3.424 -1.311  0.018
O4 0.042 -2.706 -0.325  -0.276
C8 -1.153 -3.301 -0.203  0.675
O5 -1.950 -3.040 0.649  -0.652
O6 -1.341 -4.227 -1.160  -0.341
H7 -0.005 -5.060 -2.518  0.301
H8 -0.645 -3.458 -2.941  0.138
H9 1.440 -4.147 -0.800  0.275
H10 1.427 -2.743 -1.876  -0.078
C9 1.650 -1.049 -6.120  -0.369
C10 0.581 -1.768 -5.316  -0.340
O7 1.344 -2.319 -4.233  -0.238
C11 2.473 -1.576 -4.085  0.612
O8 3.217 -1.682 -3.166  -0.527
O9 2.615 -0.721 -5.115  -0.334
H11 1.298 -0.144 -6.605  0.305
H12 2.122 -1.698 -6.859  0.260
H13 -0.164 -1.086 -4.905  0.290
H14 0.084 -2.564 -5.863  0.321
C12 -3.591 -4.925 3.292  -0.251
C13 -3.476 -3.428 3.498  0.149
O10 -4.645 -3.141 4.277  -0.345
C14 -5.023 -4.271 4.917  0.611
O11 -5.854 -4.327 5.764  -0.524
O12 -4.322 -5.335 4.454  -0.353
H15 -2.634 -5.436 3.255  0.297
H16 -4.171 -5.178 2.403  0.256
H17 -2.594 -3.153 4.077  0.216
H18 -3.487 -2.865 2.572  -0.045
C15 -0.367 2.908 1.469  -0.344
C16 -1.721 3.494 1.114  0.018
O13 -1.386 4.840 0.749  -0.365
C17 -0.089 4.866 0.365  0.600
O14 0.444 5.795 -0.152  -0.559
O15 0.514 3.692 0.645  -0.279
H19 -0.265 1.854 1.232  0.335
H20 -0.102 3.063 2.511  0.231
H21 -2.177 3.003 0.255  -0.005
H22 -2.428 3.494 1.938  0.316
C18 4.716 2.029 2.883  -0.143
C19 4.057 2.267 1.537  -0.297
O16 2.743 1.731 1.755  -0.260
C20 2.484 1.755 3.076  0.618
O17 1.411 1.548 3.552  -0.548
O18 3.596 2.053 3.780  -0.360
H23 5.433 2.795 3.159  0.203
H24 5.190 1.048 2.944  0.219
H25 3.963 3.326 1.295  0.261
H26 4.548 1.756 0.717  0.325
C21 9.112 3.394 2.524  -0.318
C22 9.897 3.763 1.278  -0.356
O19 9.115 3.162 0.241  -0.339
C23 7.849 3.018 0.683  0.623
O20 6.922 2.708 0.009  -0.483
O21 7.779 3.279 2.013  -0.254
H27 9.146 4.147 3.305  0.297
H28 9.412 2.429 2.935  0.268
H29 9.931 4.840 1.111  0.263
H30 10.906 3.361 1.261  0.295



Computed, not measured: the ion C23H30NO4 with charge +1, with the ωB97M-V functional and the def2-TZVPD basis.

Summary:
Net charge: +1
Frontier orbital gap, eV: 8.308
Molar mass, g/mol: 384.50
SMILES: CCOC(=O)[C@H]1CC[N@@H+](Cc2ccc(OCc3ccccc3)c(OC)c2)CC1
E_HOMO, eV: -10.985
Energy, a.u.: -1249.92654
Relative energy (zero: lowest compared OMol25 entry of this formula, charge and spin), kcal/mol: 0.0

Each line ends with the Mulliken charge.
Atoms and positions in Å:
C1 0.579 2.242 -1.667  -0.782
C2 1.552 3.287 -1.143  -0.330
H1 1.183 3.720 -0.210  0.331
H2 1.725 4.072 -1.879  0.339
O1 2.851 2.716 -0.906  -0.337
C3 3.027 2.056 0.226  0.396
O2 2.193 1.910 1.082  -0.611
C4 4.440 1.465 0.296  0.215
H3 5.143 2.299 0.242  0.459
C5 4.646 0.681 1.592  -1.174
C6 3.712 -0.521 1.646  -0.466
N1 3.868 -1.403 0.462  0.094
H4 4.826 -1.770 0.479  0.420
C7 3.705 -0.649 -0.805  -0.281
C8 4.671 0.524 -0.888  -1.406
H5 4.504 1.053 -1.826  0.543
H6 5.706 0.172 -0.882  0.449
H7 3.867 -1.337 -1.637  0.464
H8 2.675 -0.290 -0.839  0.209
C9 2.918 -2.574 0.525  -1.475
C10 1.485 -2.131 0.462  0.295
C11 0.790 -1.810 1.614  -0.984
C12 -0.507 -1.323 1.545  -0.729
C13 -1.136 -1.148 0.322  0.835
C14 -0.445 -1.520 -0.865  0.837
C15 0.847 -2.000 -0.778  -0.350
H9 1.368 -2.300 -1.674  0.527
O3 -1.144 -1.353 -2.009  -0.438
C16 -0.572 -1.761 -3.228  -0.928
H10 -1.332 -1.571 -3.984  0.264
H11 -0.330 -2.828 -3.222  0.370
H12 0.325 -1.181 -3.468  0.313
O4 -2.368 -0.663 0.132  -0.269
C17 -3.159 -0.306 1.254  -0.709
C18 -4.503 0.177 0.769  0.451
C19 -5.175 1.176 1.461  -0.517
C20 -6.423 1.598 1.037  -0.588
C21 -7.003 1.032 -0.086  -0.453
C22 -6.332 0.041 -0.782  -0.545
C23 -5.089 -0.389 -0.354  -0.419
H13 -4.561 -1.159 -0.895  0.379
H14 -6.781 -0.402 -1.658  0.383
H15 -7.975 1.364 -0.417  0.384
H16 -6.940 2.373 1.582  0.395
H17 -4.724 1.622 2.335  0.362
H18 -3.297 -1.183 1.905  0.431
H19 -2.662 0.483 1.833  0.480
H20 -1.019 -1.080 2.461  0.488
H21 1.244 -1.946 2.584  0.402
H22 3.114 -3.104 1.459  0.501
H23 3.156 -3.234 -0.313  0.461
H24 3.908 -1.111 2.543  0.367
H25 2.679 -0.169 1.671  0.355
H26 4.423 1.314 2.449  0.435
H27 5.690 0.367 1.664  0.416
H28 -0.366 2.719 -1.907  0.470
H29 0.395 1.477 -0.915  0.030
H30 0.972 1.775 -2.568  0.243



Computed, not measured: a structure of composition C23H31AlCl3F5K2N2O12S, with the ωB97M-V functional and the def2-TZVPD basis.

Summary:
Frontier orbital gap, eV: 1.128
Molar mass, g/mol: 866.10
E_HOMO, eV: -4.609
Energy, a.u.: -5627.23246

Each line ends with the Mulliken charge.
Atoms and positions in Å:
C1 -3.850 -2.336 -1.298  -1.446
C2 -3.000 -1.072 -1.069  0.146
O1 -3.278 -0.376 0.184  -0.622
C3 -2.081 -0.064 0.896  -0.796
C4 -1.400 1.348 0.491  0.527
C5 0.060 0.956 -0.050  -0.108
C6 1.117 0.855 0.872  -0.350
C7 2.376 0.499 0.440  0.639
C8 3.466 0.449 1.505  -1.369
C9 3.908 -0.955 1.820  0.584
O2 4.924 -1.193 2.349  -0.485
F1 3.054 -1.931 1.438  -0.266
C10 2.683 0.178 -0.908  0.353
N1 3.962 -0.200 -1.199  -0.527
C11 4.103 -0.514 -2.460  -0.701
C12 3.074 -0.434 -3.441  0.555
C13 3.351 -0.830 -4.872  -0.606
C14 3.241 -2.387 -4.951  -0.491
O3 1.921 -2.819 -5.473  -0.095
C15 1.490 -4.052 -4.862  -0.909
C16 0.511 -3.795 -3.715  0.954
F2 -0.643 -3.354 -4.225  -0.219
F3 0.278 -4.946 -3.080  -0.280
F4 0.971 -2.907 -2.840  -0.155
N2 1.865 -0.036 -3.184  -0.140
C17 1.649 0.259 -1.874  -0.992
C18 0.371 0.658 -1.481  0.347
C19 -0.774 0.747 -2.652  0.592
O4 -1.305 1.896 -2.842  -1.129
O5 -1.096 -0.265 -3.279  -0.556
H1 -3.239 -3.228 -1.147  0.330
H2 -4.109 -2.355 -2.365  0.369
H3 -4.776 -2.358 -0.721  0.346
H4 -1.955 -1.339 -1.223  0.042
H5 -3.266 -0.360 -1.909  0.422
H6 -2.344 -0.094 1.971  0.199
H7 -1.340 -0.857 0.752  0.562
H8 -1.367 1.911 1.419  -0.067
H9 -1.992 1.898 -0.297  -0.110
H10 0.956 1.077 1.925  1.017
H11 4.314 1.053 1.175  0.333
H12 3.076 0.959 2.398  0.705
H13 5.087 -0.863 -2.780  0.447
H14 4.316 -0.474 -5.235  0.450
H15 2.564 -0.402 -5.506  0.091
H16 4.000 -2.796 -5.626  0.360
H17 3.394 -2.779 -3.945  0.503
H18 0.943 -4.597 -5.637  0.383
H19 2.319 -4.687 -4.548  0.438
Al1 1.460 -1.755 -7.034  0.431
C20 -1.343 5.184 2.842  -0.071
Cl1 -2.724 4.502 3.680  -0.102
Cl2 -0.148 3.923 2.510  -0.027
Cl3 -1.853 5.983 1.353  -0.126
H20 -0.880 5.922 3.484  0.372
O6 3.540 0.509 4.662  -1.028
H21 4.019 0.110 3.918  0.242
C21 -3.517 3.580 -4.808  0.799
O7 -4.112 4.250 -3.947  -0.469
O8 -2.481 3.955 -5.435  -0.491
O9 -3.864 2.418 -5.170  -0.462
K1 -4.264 1.049 -1.512  0.982
K2 -0.485 3.377 -1.783  1.147
O10 -6.185 5.220 -1.410  -0.747
H22 -5.811 4.907 -2.245  0.280
C22 -4.235 -1.290 5.313  -0.956
S1 -3.023 0.035 5.418  0.452
O11 -2.065 -0.160 4.281  -0.569
C23 -2.221 -0.555 6.910  -0.988
H23 -4.829 -1.138 4.413  0.286
H24 -3.726 -2.252 5.258  0.291
H25 -4.886 -1.255 6.187  0.400
H26 -1.842 -1.564 6.752  0.296
H27 -2.937 -0.542 7.733  0.389
H28 -1.391 0.113 7.138  0.370
O12 5.206 0.274 6.769  -0.350
H29 4.378 0.256 6.150  0.430
H30 5.046 0.866 7.520  0.418
H31 5.987 0.538 6.262  0.402
F5 2.256 0.358 6.507  -0.878